C4H8F3NO | ωB97M-V/def2-TZVPD

Computed properties:
SMILES string   CC(C)(ON)C(F)(F)F
Energy above the lowest of the compared OMol25 structures with the same formula, charge and spin   76.9 kcal per mole
Lowest unoccupied orbital energy   1.0 eV
HOMO level   -9.44 eV
HOMO-LUMO gap   10.40 eV
Energy   -15965.2813 eV

Last column: Mulliken charge in e.
Atoms and positions in Å:
C1 -1.0052 -0.3393 0.3783  -1.574
C2 0.1953 0.2482 -0.2956  1.245
C3 0.8772 1.4522 0.3832  -1.385
O1 1.2811 -0.6796 -0.4983  -0.259
N1 0.8274 -1.8034 -1.2331  -0.589
C4 -0.0899 0.7625 -2.0332  0.560
F1 -0.4638 2.0358 -1.9644  -0.254
F2 -0.9438 -0.1168 -2.5906  -0.227
F3 1.0898 0.7837 -2.6573  -0.228
H1 -1.0682 -1.3390 -0.0356  0.446
H2 -1.9626 0.2445 0.4477  0.307
H3 -0.7337 -0.3245 1.4151  0.399
H4 1.4211 2.0714 -0.3778  0.342
H5 0.1669 2.1048 0.9282  0.326
H6 1.5783 0.9692 1.1451  0.354
H7 1.7591 -2.4163 -1.1875  0.294
H8 0.7893 -1.4889 -2.1958  0.243

Forces on the atoms, in the same order (eV/Å):
-0.3 0.6 0.1
1.1 1.8 -3.9
0.4 -0.5 0.4
-0.9 0.8 0.9
2.8 -2.3 0.3
1.1 -1.1 5.5
-1.4 0.1 -1.0
0.1 1.4 -0.7
-0.3 -0.6 -0.7
-0.7 -0.2 0.3
0.9 -0.4 -1.1
0.3 -0.7 0.8
-0.2 -0.7 1.0
0.3 -0.4 -0.4
-0.7 1.0 -1.0
-2.8 1.5 -0.2
0.2 -0.1 -0.3


C4H8F6MnN3O4S2 | ωB97M-V/def2-TZVPD

Computed properties:
Multiplicity   5
Net charge   +2
Energy above the lowest of the compared OMol25 structures with the same formula, charge and spin   0.0 kcal per mole
Lowest unoccupied orbital energy (spin up / spin down)   -11.5 / -9.1 eV
HOMO level (spin up / spin down)   -18.84 / -19.44 eV
HOMO-LUMO gap (spin up / spin down)   7.32 / 10.33 eV
Energy   -86214.9156 eV

Last column: Mulliken charge in e.
Atoms and positions in Å:
Mn1 -0.0285 0.3492 0.0900  0.294
F1 2.1798 -4.2425 -0.4844  -0.131
C1 2.7041 -3.0604 -0.3602  0.581
F2 3.5014 -2.9601 0.6636  -0.137
F3 3.2384 -2.6245 -1.4631  -0.136
S1 1.2579 -1.8646 0.1004  1.715
O1 1.8770 -0.5318 0.3623  -0.634
O2 0.4601 -2.3765 1.1781  -0.520
N1 0.3134 -1.3669 -1.1844  -0.640
S2 -1.2802 -1.7415 -1.1238  1.271
O3 -1.6896 -0.6412 -0.1528  -0.539
O4 -1.7121 -3.0483 -0.8486  -0.370
C2 -1.8441 -1.1182 -2.8118  0.752
F4 -1.2617 -1.8492 -3.7193  -0.152
F5 -3.1434 -1.2235 -2.8331  -0.139
F6 -1.4609 0.1525 -2.8954  -0.211
N2 -0.4908 0.9438 1.9503  -0.298
C3 -0.0213 2.3405 2.1850  -0.401
C4 -0.4633 3.1741 1.0013  -0.594
N3 0.0158 2.4900 -0.2433  -0.510
H1 -1.5032 0.8654 2.0797  0.359
H2 -0.0704 0.2945 2.6210  0.335
H3 1.0660 2.3168 2.2708  0.336
H4 -0.4209 2.7257 3.1230  0.398
H5 -0.0853 4.1922 1.0578  0.399
H6 -1.5516 3.2252 0.9505  0.378
H7 0.9618 2.7963 -0.4734  0.291
H8 -0.5483 2.7830 -1.0402  0.300

Forces on the atoms, in the same order (eV/Å):
0.1 -0.5 -0.4
0.0 0.0 0.0
-0.3 0.1 -0.1
0.1 0.0 0.0
0.0 0.0 0.0
-0.1 0.2 0.7
-0.4 0.1 0.2
0.5 -0.1 -0.6
0.1 0.0 0.2
0.1 0.4 0.3
-0.3 0.1 0.0
0.0 -0.1 -0.1
0.0 -0.1 0.1
0.0 0.0 0.0
0.0 0.0 0.0
0.0 -0.1 0.0
0.0 -0.1 0.2
0.1 0.2 0.0
0.0 -0.1 -0.1
0.1 -0.2 -0.3
0.0 0.0 0.0
0.0 0.0 0.0
0.0 0.0 0.0
0.0 0.0 0.0
0.0 0.0 0.1
0.0 0.0 0.0
0.0 0.0 0.1
0.0 0.0 0.0


> Among the records above, which one has the lowest energy?

C4H8F6MnN3O4S2


Repeat the first record exactly.
C4H8F3NO | ωB97M-V/def2-TZVPD

Computed properties:
SMILES string   CC(C)(ON)C(F)(F)F
Energy above the lowest of the compared OMol25 structures with the same formula, charge and spin   76.9 kcal per mole
Lowest unoccupied orbital energy   1.0 eV
HOMO level   -9.44 eV
HOMO-LUMO gap   10.40 eV
Energy   -15965.2813 eV

Last column: Mulliken charge in e.
Atoms and positions in Å:
C1 -1.0052 -0.3393 0.3783  -1.574
C2 0.1953 0.2482 -0.2956  1.245
C3 0.8772 1.4522 0.3832  -1.385
O1 1.2811 -0.6796 -0.4983  -0.259
N1 0.8274 -1.8034 -1.2331  -0.589
C4 -0.0899 0.7625 -2.0332  0.560
F1 -0.4638 2.0358 -1.9644  -0.254
F2 -0.9438 -0.1168 -2.5906  -0.227
F3 1.0898 0.7837 -2.6573  -0.228
H1 -1.0682 -1.3390 -0.0356  0.446
H2 -1.9626 0.2445 0.4477  0.307
H3 -0.7337 -0.3245 1.4151  0.399
H4 1.4211 2.0714 -0.3778  0.342
H5 0.1669 2.1048 0.9282  0.326
H6 1.5783 0.9692 1.1451  0.354
H7 1.7591 -2.4163 -1.1875  0.294
H8 0.7893 -1.4889 -2.1958  0.243

Forces on the atoms, in the same order (eV/Å):
-0.3 0.6 0.1
1.1 1.8 -3.9
0.4 -0.5 0.4
-0.9 0.8 0.9
2.8 -2.3 0.3
1.1 -1.1 5.5
-1.4 0.1 -1.0
0.1 1.4 -0.7
-0.3 -0.6 -0.7
-0.7 -0.2 0.3
0.9 -0.4 -1.1
0.3 -0.7 0.8
-0.2 -0.7 1.0
0.3 -0.4 -0.4
-0.7 1.0 -1.0
-2.8 1.5 -0.2
0.2 -0.1 -0.3


What did the first record say?
C4H8F3NO | ωB97M-V/def2-TZVPD

Computed properties:
SMILES string   CC(C)(ON)C(F)(F)F
Energy above the lowest of the compared OMol25 structures with the same formula, charge and spin   76.9 kcal per mole
Lowest unoccupied orbital energy   1.0 eV
HOMO level   -9.44 eV
HOMO-LUMO gap   10.40 eV
Energy   -15965.2813 eV

Last column: Mulliken charge in e.
Atoms and positions in Å:
C1 -1.0052 -0.3393 0.3783  -1.574
C2 0.1953 0.2482 -0.2956  1.245
C3 0.8772 1.4522 0.3832  -1.385
O1 1.2811 -0.6796 -0.4983  -0.259
N1 0.8274 -1.8034 -1.2331  -0.589
C4 -0.0899 0.7625 -2.0332  0.560
F1 -0.4638 2.0358 -1.9644  -0.254
F2 -0.9438 -0.1168 -2.5906  -0.227
F3 1.0898 0.7837 -2.6573  -0.228
H1 -1.0682 -1.3390 -0.0356  0.446
H2 -1.9626 0.2445 0.4477  0.307
H3 -0.7337 -0.3245 1.4151  0.399
H4 1.4211 2.0714 -0.3778  0.342
H5 0.1669 2.1048 0.9282  0.326
H6 1.5783 0.9692 1.1451  0.354
H7 1.7591 -2.4163 -1.1875  0.294
H8 0.7893 -1.4889 -2.1958  0.243

Forces on the atoms, in the same order (eV/Å):
-0.3 0.6 0.1
1.1 1.8 -3.9
0.4 -0.5 0.4
-0.9 0.8 0.9
2.8 -2.3 0.3
1.1 -1.1 5.5
-1.4 0.1 -1.0
0.1 1.4 -0.7
-0.3 -0.6 -0.7
-0.7 -0.2 0.3
0.9 -0.4 -1.1
0.3 -0.7 0.8
-0.2 -0.7 1.0
0.3 -0.4 -0.4
-0.7 1.0 -1.0
-2.8 1.5 -0.2
0.2 -0.1 -0.3


> Which of these has the lowest energy above the lowest of the compared OMol25 structures with the same formula, charge and spin?

C4H8F6MnN3O4S2